Record 1
The following is a quantum chemistry calculation of an isolated ion of composition C2H3O2 and charge +1, from OMol25.

XYZ file:
```
7
Properties=species:S:1:pos:R:3:nbo_charge:R:1
C -0.275 0.568 0.033 -0.2337
C -0.148 -0.885 0.006 0.4413
O 1.189 -0.741 0.065 -0.0532
O 1.143 0.744 -0.028 -0.0890
H -0.714 0.992 -0.887 0.3036
H -0.563 1.166 1.025 0.3392
H -0.632 -1.845 -0.214 0.2919
```

## Properties
Energy relative to the best compared isomer or geometry (same formula, charge and spin): 92.48 kcal/mol
HOMO energy: -18.28 eV
LUMO energy: -0.2832 Ha
HOMO-LUMO gap: 10.6 eV
Molar mass: 59.0 g/mol
Net charge: +1



Record 2
The following is a quantum chemistry calculation of a 2-piece molecular cluster, C2H3O2S2 overall, from OMol25.

XYZ file:
```
9
Properties=species:S:1:pos:R:3:nbo_charge:R:1
C 2.398 0.730 -0.553 -0.4876
C -0.589 0.677 0.850 -0.4740
O 3.391 -1.429 1.012 -0.9836
O 4.187 -1.488 -1.322 -0.9804
S 2.695 2.216 -0.144 -0.0784
S 3.986 -0.715 -0.122 1.5379
H -0.956 1.450 1.448 0.1304
H 0.033 0.959 0.013 0.1852
H -0.099 0.041 1.478 0.1504
```

## Properties
Energy relative to the best compared isomer or geometry (same formula, charge and spin): 121.73 kcal/mol
HOMO energy (alpha / beta): -4.64 / -2.50 eV
LUMO energy (alpha / beta): 0.1230 / 0.1098 Ha
HOMO-LUMO gap (alpha / beta): 8.0 / 5.5 eV
Molar mass: 123.2 g/mol
Net charge: -1



Record 3
The following is a quantum chemistry calculation of a 2-piece molecular cluster, C2H3O2Se overall, from OMol25.

XYZ file:
```
8
Properties=species:S:1:pos:R:3:nbo_charge:R:1
C -0.622 -0.577 0.073 0.9501
C 0.017 0.452 0.742 -0.7645
O 0.589 -0.028 -2.209 -1.2410
O -1.341 -1.448 -0.146 -0.3852
Se -0.984 0.650 2.481 -0.5560
H -0.029 1.387 0.184 0.3096
H 1.052 0.210 0.980 0.2890
H 1.318 -0.647 -2.105 0.3980
```

## Properties
Energy relative to the best compared isomer or geometry (same formula, charge and spin): 69.63 kcal/mol
HOMO energy: -3.92 eV
LUMO energy: 0.1264 Ha
HOMO-LUMO gap: 7.4 eV
Molar mass: 138.0 g/mol
Net charge: -1



Record 4
The following is a quantum chemistry calculation of C2H3O3Pb as an isolated structure, from OMol25.

XYZ file:
```
9
Properties=species:S:1:pos:R:3:lowdin_charge:R:1
O -0.789 1.326 0.316 -0.4114
C 0.486 1.262 0.142 -0.2384
C 1.044 -0.004 0.816 -0.4615
O 0.156 -1.062 0.945 -0.5259
Pb -1.584 -0.585 0.110 1.0641
H 1.427 0.351 1.802 0.0932
H 1.957 -0.255 0.227 0.0794
H -1.068 -0.268 -2.506 -0.0167
O -1.630 -0.765 -1.851 -0.5827
```

## Properties
HOMO energy: -2.81 eV
LUMO energy: 0.1435 Ha
HOMO-LUMO gap: 6.7 eV
Molar mass: 282.2 g/mol
Net charge: -1



Record 5
The following is a quantum chemistry calculation of C2H3O3S as an isolated structure, from OMol25.

XYZ file:
```
9
Properties=species:S:1:pos:R:3:nbo_charge:R:1
C -0.169 1.111 1.026 -0.0237
C 0.772 0.082 -0.735 -0.3592
O -1.215 -1.745 0.206 -0.9338
O -2.035 0.337 -0.769 -0.9787
O 0.703 1.280 0.085 -0.5649
S -0.944 -0.283 0.047 1.8833
H 0.269 -0.676 2.142 -0.4279
H 1.060 0.462 -1.777 0.1931
H 1.558 -0.567 -0.225 0.2117
```

## Properties
Energy relative to the best compared isomer or geometry (same formula, charge and spin): 174.24 kcal/mol
HOMO energy (alpha / beta): -3.09 / -3.09 eV
LUMO energy (alpha / beta): 0.1436 / 0.1436 Ha
HOMO-LUMO gap (alpha / beta): 7.0 / 7.0 eV
Molar mass: 107.1 g/mol
Net charge: -1



Record 6
The following is a quantum chemistry calculation of a 2-piece molecular cluster, C2H3O3S overall, from OMol25.

XYZ file:
```
9
Properties=species:S:1:pos:R:3:nbo_charge:R:1
C -2.622 0.045 0.143 0.0204
C -0.105 -0.146 0.313 -0.4638
O 2.626 1.483 0.300 -0.9550
O 2.557 -0.475 -1.259 -0.9603
O -1.393 0.017 -0.323 -0.5105
S 2.379 0.082 0.107 1.5743
H -3.154 0.175 -0.939 0.0325
H -0.137 0.122 1.385 0.1275
H -0.151 -1.303 0.273 0.1350
```

## Properties
Energy relative to the best compared isomer or geometry (same formula, charge and spin): 139.28 kcal/mol
HOMO energy: -3.50 eV
LUMO energy: 0.1381 Ha
HOMO-LUMO gap: 7.3 eV
Molar mass: 107.1 g/mol
Net charge: -1



no.,F_max (Eh/bohr)
1,0.0843
2,0.0591
3,0.0589
4,0.1280
5,0.0829
6,0.0636